Here is a cluster of 2 separate species, C4H3NO in total from the OMol25 dataset. Energies are from wB97M-V/def2-TZVPD.

The geometry in XYZ format:
```
9
Properties=species:S:1:pos:R:3:forces:R:3:lowdin_charge:R:1
O -0.3955 1.6863 0.1801 -1.8 -0.7 -0.8 0.02
N 2.4089 0.9687 0.0799 -1.0 3.7 0.7 0.03
C -0.1614 -1.4961 0.1159 -1.6 1.8 -0.8 0.16
C 2.9070 -0.0470 -0.1257 0.6 -1.4 -0.3 -0.11
C -0.8332 -0.5588 -0.1882 0.4 1.1 0.6 -0.06
C -1.1592 0.8508 -0.2950 1.3 0.0 0.0 -0.26
H -2.0459 0.9892 -0.9232 -0.1 1.1 0.2 0.11
H 2.0808 1.9571 0.2628 0.5 -2.4 -0.4 0.11
H 0.2908 -2.3456 0.3475 1.8 -3.1 0.8 0.00
```
Forces are in eV/Å.

Properties
HOMO level in eV: -10.9
F_max in eV/Å: 3.84
LUMO in eV: -0.287
Total charge: 0
DFT total energy in Eh: -284.0613
Energy relative to the best compared isomer or geometry (same formula, charge and spin) in kcal/mol: 70.13